Entry 1:
Computed, not measured: the ion C4H5O with charge -1 in a non-equilibrium geometry, with wB97M-V/def2-TZVPD.

Output
molar mass = 69.08 g mol⁻¹
energy above the lowest of the compared OMol25 structures with the same formula, charge and spin = 34.89 kcal per mole
LUMO energy = 0.1687 Ha
HOMO energy = -1.860 eV
gap between HOMO and LUMO = 6.45 eV

ORCA input file:
```
! RIJCOSX wB97M-V def2-TZVPD def2/J DEFGRID3
* xyz -1 1
O 2.170 0.055 -0.086
C 0.851 0.156 0.400
H 2.183 0.489 -0.946
H 0.858 0.293 1.494
C -0.169 0.747 -0.488
C -1.412 0.138 0.151
C -0.286 -0.748 -0.265
H -2.321 0.158 -0.463
H -1.627 0.246 1.229
H -0.246 -1.534 -1.026
*
```

***

Entry 2:
Computed, not measured: a structure of composition C9H16MgN3O9 in a non-equilibrium geometry, with wB97M-V/def2-TZVPD.

Output
molar mass = 334.54 g mol⁻¹
energy above the lowest of the compared OMol25 structures with the same formula, charge and spin = 0.00 kcal per mole
LUMO energy = 0.1088 Ha
HOMO energy = -5.897 eV
gap between HOMO and LUMO = 8.86 eV

ORCA input file:
```
! RIJCOSX wB97M-V def2-TZVPD def2/J DEFGRID3
* xyz -1 1
Mg -0.227 -0.910 -0.025
O 1.146 0.150 1.775
C 2.139 0.857 1.002
C 2.727 -0.003 -0.111
N 1.653 -0.418 -1.042
C 1.758 -1.667 -1.776
C 0.398 -2.310 -2.177
O 0.449 -3.161 -3.039
O -0.652 -1.796 -1.679
C 1.256 0.727 -1.931
C 0.059 1.560 -1.364
O -0.152 2.700 -1.787
O -0.570 0.968 -0.467
H 0.460 0.746 2.179
H 2.966 1.198 1.657
H 1.597 1.770 0.586
H 3.132 -0.902 0.311
H 3.537 0.496 -0.683
H 2.292 -2.321 -1.105
H 2.401 -1.578 -2.676
H 0.830 0.286 -2.820
H 2.039 1.342 -2.284
C -2.621 3.025 0.242
O -2.186 2.690 1.577
C -2.191 1.405 1.890
O -1.538 1.012 2.856
N -2.786 0.523 1.011
N -2.178 -0.776 1.071
H -2.622 4.129 0.308
H -3.581 2.694 -0.013
H -1.814 2.771 -0.459
H -2.732 0.828 0.076
H -2.903 -1.442 0.834
H -2.021 -0.976 2.056
O -1.241 -3.475 1.696
C -0.002 -3.407 1.516
O 0.615 -2.472 0.892
H 0.562 -4.264 1.905
*
```

***

Entry 3:
Computed, not measured: a structure of composition C38H57N2OP2RbSe2Si3 in a non-equilibrium geometry, with wB97M-V/def2-TZVPD.

Output
molar mass = 947.48 g mol⁻¹
LUMO energy = 0.1361 Ha
HOMO energy = -1.477 eV
gap between HOMO and LUMO = 5.18 eV

ORCA input file:
```
! RIJCOSX wB97M-V def2-TZVPD def2/J DEFGRID3
* xyz -2 1
Rb -0.991 -0.666 -0.952
C 2.846 -3.527 2.930
Si 1.016 -3.255 2.456
C 0.584 -4.777 1.387
C 0.076 -3.454 4.114
N 0.543 -1.867 1.612
P 1.274 -0.437 1.677
C 0.318 0.775 1.009
P 0.761 1.985 -0.079
N -0.371 2.166 -1.197
Si -0.625 3.399 -2.327
C -1.701 4.814 -1.639
C 0.875 4.288 -3.119
C -1.549 2.620 -3.790
C 2.352 1.974 -0.996
C 2.335 1.307 -2.224
C 3.450 1.292 -3.043
C 4.605 1.956 -2.653
C 4.639 2.609 -1.432
C 3.528 2.600 -0.600
C 0.816 3.640 0.757
C 1.523 4.775 0.367
C 1.283 6.003 0.974
C 0.332 6.118 1.975
C -0.379 4.992 2.377
C -0.138 3.770 1.773
C 3.004 -0.719 1.145
C 3.209 -1.699 0.172
C 4.487 -2.045 -0.234
C 5.588 -1.421 0.337
C 5.395 -0.422 1.278
C 4.114 -0.052 1.657
C 1.490 -0.107 3.497
C 0.266 0.244 4.087
C 0.154 0.464 5.447
C 1.278 0.357 6.262
C 2.494 0.015 5.697
C 2.599 -0.225 4.330
H 3.018 -4.549 3.282
H 3.141 -2.842 3.728
H 3.503 -3.345 2.077
H 0.326 -5.639 2.011
H 1.436 -5.065 0.763
H -0.256 -4.575 0.719
H -0.234 -4.492 4.275
H -0.819 -2.828 4.123
H 0.696 -3.151 4.963
H -1.145 5.419 -0.918
H -2.574 4.401 -1.127
H -2.055 5.472 -2.440
H 1.351 4.977 -2.419
H 0.563 4.864 -3.996
H 1.628 3.563 -3.441
H -2.275 1.881 -3.444
H -0.848 2.107 -4.456
H -2.081 3.373 -4.383
H 1.409 0.843 -2.542
H 3.418 0.780 -3.998
H 5.478 1.956 -3.296
H 5.546 3.117 -1.122
H 3.562 3.109 0.357
H 2.257 4.707 -0.426
H 1.835 6.881 0.653
H 0.142 7.081 2.437
H -1.123 5.076 3.161
H -0.677 2.874 2.062
H 2.340 -2.214 -0.224
H 4.631 -2.818 -0.981
H 6.590 -1.700 0.033
H 6.254 0.082 1.707
H 3.967 0.747 2.373
H -0.590 0.337 3.428
H -0.806 0.718 5.884
H 1.203 0.533 7.329
H 3.372 -0.075 6.329
H 3.557 -0.529 3.926
C -6.037 -1.149 1.863
Se -4.668 -0.558 0.584
C -5.078 -1.811 -0.850
C -4.850 -3.281 -0.553
Se -2.984 -3.798 -0.234
C -2.985 -3.674 1.714
H -7.024 -1.040 1.417
H -5.956 -0.510 2.739
H -5.864 -2.184 2.152
H -4.428 -1.497 -1.682
H -6.122 -1.646 -1.130
H -5.143 -3.847 -1.439
H -5.428 -3.649 0.297
H -3.654 -4.425 2.132
H -3.281 -2.672 2.013
H -1.962 -3.853 2.036
C -4.421 -3.031 -4.797
Si -3.006 -1.782 -4.428
C -1.419 -2.789 -4.786
C -3.106 -0.532 -5.876
O -3.049 -1.188 -2.981
H -4.448 -3.328 -5.850
H -5.396 -2.603 -4.543
H -4.287 -3.938 -4.197
H -1.436 -3.285 -5.763
H -1.291 -3.558 -4.018
H -0.541 -2.136 -4.758
H -3.392 -1.010 -6.818
H -2.137 -0.047 -6.025
H -3.833 0.256 -5.660
*
```

***

Entry 4:
Computed, not measured: a cluster of 3 separate species, C4H13NO2 in total in a non-equilibrium geometry, with wB97M-V/def2-TZVPD.

Output
molar mass = 107.15 g mol⁻¹
energy above the lowest of the compared OMol25 structures with the same formula, charge and spin = 175.65 kcal per mole
LUMO energy = -0.1106 Ha
HOMO energy = -8.297 eV
gap between HOMO and LUMO = 5.29 eV

ORCA input file:
```
! RIJCOSX wB97M-V def2-TZVPD def2/J DEFGRID3
* xyz 0 1
C 1.433 0.682 1.169
N 1.062 -0.647 0.863
C 0.949 -0.844 -0.520
C 0.350 0.205 -1.397
C -0.842 -0.094 -2.227
O -2.022 0.484 -1.671
H 2.306 0.955 0.577
H 1.721 0.757 2.216
H 0.559 1.303 0.883
H 0.214 -1.106 1.408
H 0.391 -1.785 -0.645
H 1.980 -0.969 -0.910
H 1.056 0.879 -1.882
H -1.873 1.773 2.113
H -0.799 0.187 -3.278
H -0.977 -1.180 -2.228
H -1.303 1.288 2.035
H -1.492 -1.772 2.204
H -1.759 0.864 -0.821
O -0.955 -0.978 2.110
*
```

***

Entry 5:
Computed, not measured: a cluster of 2 separate species, C3H8N2O2 in total in a non-equilibrium geometry, with wB97M-V/def2-TZVPD.

Output
molar mass = 104.11 g mol⁻¹
energy above the lowest of the compared OMol25 structures with the same formula, charge and spin = 114.87 kcal per mole
LUMO energy = -0.0025 Ha
HOMO energy = -9.814 eV
gap between HOMO and LUMO = 9.75 eV

ORCA input file:
```
! RIJCOSX wB97M-V def2-TZVPD def2/J DEFGRID3
* xyz 0 1
H -2.168 0.161 -1.422
N -1.781 0.104 -0.476
C -0.865 -0.751 -0.342
C -0.361 -1.742 -1.334
H -0.401 -0.609 0.679
H -0.484 -1.385 -2.356
H 0.695 -1.957 -1.164
H -0.880 -2.694 -1.226
C 0.419 1.941 1.403
O 1.145 1.224 0.432
N 1.691 -0.072 0.864
O 2.372 -0.592 0.052
H -0.592 2.059 0.993
H 0.895 2.911 1.550
H 0.315 1.403 2.348
*
```

***

Entry 6:
Computed, not measured: a cluster of 4 separate species, C51H103Cl3FN3O11PSi in total in a non-equilibrium geometry, with wB97M-V/def2-TZVPD.

Output
molar mass = 1118.81 g mol⁻¹
LUMO energy (alpha / beta) = 0.0196 / 0.0131 Ha
HOMO energy (alpha / beta) = -7.901 / -8.905 eV
gap between HOMO and LUMO (alpha / beta) = 8.43 / 9.26 eV

ORCA input file:
```
! RIJCOSX wB97M-V def2-TZVPD def2/J DEFGRID3
* xyz 0 4
C 3.204 -3.157 6.928
O 2.271 -2.781 5.964
C 1.648 -1.566 6.255
C 2.476 -0.372 5.911
C 1.886 0.459 4.822
C 2.007 -0.139 3.434
C 2.609 0.847 2.474
C 4.098 0.868 2.582
C 4.839 0.158 1.468
C 4.539 0.685 0.095
C 5.010 -0.183 -1.086
C 4.046 -0.330 -2.241
C 3.716 -1.710 -2.787
C 2.316 -2.228 -2.510
C 2.230 -3.627 -2.088
F 3.061 -4.397 -2.854
O 0.942 -4.042 -2.059
C 0.425 -4.973 -3.029
C -0.902 -5.523 -2.464
Cl -1.468 -4.567 -1.085
O -0.822 -6.870 -2.214
C 0.116 -7.370 -1.248
C 1.054 -8.228 -2.051
O 2.233 -7.516 -2.263
O 2.783 -8.058 -3.466
C -0.520 -8.300 -0.191
Cl -2.291 -8.262 -0.219
C -0.057 -8.044 1.193
C 1.426 -8.037 1.270
Cl -0.703 -6.579 1.932
Si -0.007 -4.187 -4.710
C 1.506 -3.705 -5.687
C -0.904 -5.439 -5.763
C -1.109 -2.704 -4.411
P 2.800 -3.899 -0.323
O 2.258 -5.105 0.185
O 4.324 -3.945 -0.320
O 2.399 -2.691 0.491
H 3.393 -4.198 6.842
H 2.856 -2.959 7.913
H 4.135 -2.653 6.792
H 0.743 -1.545 5.699
H 1.371 -1.538 7.283
H 3.460 -0.663 5.631
H 2.519 0.256 6.773
H 2.381 1.392 4.810
H 0.857 0.585 5.056
H 2.621 -0.998 3.463
H 1.085 -0.489 3.059
H 2.252 0.682 1.485
H 2.232 1.796 2.755
H 4.402 0.442 3.505
H 4.461 1.863 2.591
H 5.871 0.358 1.613
H 4.760 -0.893 1.529
H 3.501 0.859 -0.058
H 5.035 1.624 0.034
H 5.326 -1.122 -0.694
H 5.878 0.293 -1.448
H 3.153 0.202 -2.049
H 4.506 0.181 -3.043
H 4.473 -2.401 -2.511
H 3.778 -1.622 -3.838
H 1.756 -2.129 -3.401
H 1.841 -1.606 -1.792
H 1.027 -5.838 -3.128
H -1.689 -5.417 -3.152
H 0.705 -6.599 -0.805
H 1.302 -9.119 -1.532
H 0.600 -8.496 -2.973
H 3.087 -7.248 -3.905
H -0.301 -9.305 -0.390
H -0.414 -8.834 1.789
H 1.870 -7.309 0.640
H 1.694 -7.826 2.264
H 1.787 -9.012 1.062
H 1.241 -3.150 -6.551
H 2.223 -3.141 -5.142
H 1.985 -4.589 -6.016
H -0.508 -6.416 -5.657
H -1.934 -5.441 -5.527
H -0.804 -5.129 -6.772
H -1.567 -2.795 -3.465
H -1.849 -2.617 -5.162
H -0.512 -1.837 -4.410
H 4.567 -4.882 -0.427
H 2.842 -1.871 0.211
C -6.470 1.143 -0.867
C -5.023 1.517 -1.266
C -4.757 1.106 -2.710
C -4.592 -0.403 -2.899
C -3.537 -0.957 -1.940
C -3.800 -0.588 -0.487
N -4.029 0.883 -0.341
O -2.928 1.503 -0.385
C -5.001 -1.395 0.036
C -2.628 -1.011 0.367
C -4.938 3.025 -1.153
H -6.881 0.326 -1.458
H -6.535 0.869 0.184
H -7.135 1.993 -1.009
H -3.847 1.602 -3.063
H -5.573 1.474 -3.333
H -5.546 -0.916 -2.756
H -4.289 -0.608 -3.927
H -3.486 -2.044 -2.023
H -2.555 -0.577 -2.238
H -5.275 -1.072 1.040
H -4.732 -2.448 0.085
H -5.882 -1.330 -0.596
H -1.689 -0.587 0.019
H -2.528 -2.092 0.328
H -2.763 -0.720 1.409
H -5.101 3.350 -0.125
H -5.711 3.464 -1.780
H -3.977 3.409 -1.488
C 10.351 4.706 3.713
C 9.552 3.505 3.149
C 10.357 2.808 2.058
C 10.425 3.591 0.747
C 9.022 3.971 0.272
C 8.210 4.703 1.333
N 8.220 3.951 2.627
O 7.423 2.972 2.565
C 8.763 6.128 1.511
C 6.781 4.877 0.861
C 9.348 2.552 4.307
H 11.084 5.100 3.011
H 9.690 5.519 4.007
H 10.901 4.411 4.604
H 9.913 1.828 1.856
H 11.364 2.620 2.433
H 11.046 4.483 0.860
H 10.912 2.979 -0.014
H 9.085 4.597 -0.619
H 8.492 3.061 -0.025
H 8.267 6.633 2.339
H 8.573 6.704 0.607
H 9.835 6.165 1.681
H 6.319 3.929 0.599
H 6.775 5.506 -0.026
H 6.170 5.355 1.626
H 8.753 3.014 5.096
H 10.321 2.290 4.718
H 8.858 1.632 4.001
C -9.485 6.859 0.763
C -9.243 6.116 -0.575
C -10.012 6.800 -1.699
C -11.521 6.560 -1.649
C -11.827 5.064 -1.570
C -11.099 4.363 -0.430
N -9.635 4.675 -0.461
O -9.064 3.993 -1.359
C -11.727 4.776 0.912
C -11.298 2.866 -0.530
C -7.757 6.216 -0.850
H -10.421 7.416 0.779
H -9.484 6.170 1.604
H -8.691 7.579 0.946
H -9.635 6.441 -2.662
H -9.803 7.870 -1.665
H -11.968 7.088 -0.802
H -11.983 6.978 -2.543
H -12.900 4.906 -1.452
H -11.547 4.597 -2.519
H -11.155 4.373 1.747
H -12.737 4.374 0.975
H -11.814 5.851 1.045
H -10.984 2.476 -1.494
H -12.356 2.642 -0.409
H -10.744 2.343 0.248
H -7.179 5.713 -0.074
H -7.476 7.267 -0.864
H -7.487 5.788 -1.812
*
```